{
  "formula": "C40H106F3MnN9O13S",
  "method": "ωB97M-V/def2-TZVPD",
  "multiplicity": 6,
  "relative_energy_kcal_mol": 30.5,
  "homo_lumo_gap_ev": [7.74, 7.80],
  "homo_energy_ev": [-7.460, -7.530],
  "species": ["Mn", "C", "C", "C", "O", "H", "H", "H", "H", "H", "H", "H", "C", "F", "F", "F", "S", "O", "O", "O", "C", "C", "C", "O", "C", "N", "H", "H", "H", "H", "H", "H", "H", "H", "H", "H", "H", "C", "C", "C", "O", "C", "N", "H", "H", "H", "H", "H", "H", "H", "H", "H", "H", "H", "C", "C", "C", "O", "C", "N", "H", "H", "H", "H", "H", "H", "H", "H", "H", "H", "H", "C", "C", "C", "O", "C", "N", "H", "H", "H", "H", "H", "H", "H", "H", "H", "H", "H", "C", "C", "C", "O", "C", "N", "H", "H", "H", "H", "H", "H", "H", "H", "H", "H", "H", "C", "C", "C", "O", "C", "N", "H", "H", "H", "H", "H", "H", "H", "H", "H", "H", "H", "C", "C", "C", "O", "C", "N", "H", "H", "H", "H", "H", "H", "H", "H", "H", "H", "H", "C", "C", "C", "O", "C", "N", "H", "H", "H", "H", "H", "H", "H", "H", "H", "H", "H", "C", "C", "C", "O", "C", "N", "H", "H", "H", "H", "H", "H", "H", "H", "H", "H", "H"],
  "xyz": [[-26.224, 3.946, 2.412], [-28.504, 3.806, -1.307], [-27.276, 4.621, -0.913], [-27.440, 6.094, -1.323], [-26.865, 4.364, 0.381], [-28.303, 2.758, -1.544], [-29.015, 4.159, -2.210], [-29.288, 3.830, -0.544], [-26.414, 4.281, -1.515], [-28.414, 6.471, -0.987], [-27.599, 6.126, -2.407], [-26.636, 6.794, -1.104], [-23.061, 6.415, 0.146], [-24.075, 7.085, -0.352], [-22.869, 5.278, -0.540], [-21.975, 7.184, 0.024], [-23.305, 6.034, 1.952], [-23.534, 7.334, 2.530], [-24.484, 5.170, 1.986], [-22.107, 5.349, 2.462], [-26.703, 7.966, 2.043], [-26.738, 6.961, 3.195], [-27.241, 7.590, 4.491], [-27.562, 6.566, 5.449], [-28.055, 7.071, 6.679], [-27.480, 5.724, 2.817], [-26.385, 7.587, 1.076], [-26.156, 8.864, 2.332], [-27.742, 8.304, 1.928], [-25.701, 6.684, 3.365], [-28.219, 8.028, 4.258], [-26.502, 8.331, 4.799], [-27.422, 6.870, 7.544], [-28.927, 6.436, 6.887], [-28.505, 8.061, 6.612], [-28.367, 5.845, 3.307], [-27.738, 5.886, 1.841], [-25.750, 5.517, -5.035], [-24.922, 6.775, -5.202], [-23.804, 6.903, -4.166], [-23.239, 8.199, -4.247], [-22.005, 8.270, -3.542], [-24.341, 6.830, -6.541], [-26.510, 5.523, -5.812], [-26.136, 5.510, -4.011], [-25.220, 4.561, -5.042], [-25.524, 7.685, -5.160], [-23.015, 6.174, -4.395], [-24.143, 6.701, -3.142], [-21.327, 7.483, -3.886], [-22.235, 7.984, -2.509], [-21.547, 9.252, -3.580], [-24.106, 7.795, -6.727], [-23.504, 6.274, -6.655], [-20.065, 9.809, 5.142], [-20.696, 9.600, 3.802], [-20.389, 8.259, 3.098], [-19.018, 8.102, 2.733], [-18.758, 7.040, 1.856], [-22.161, 9.655, 3.925], [-19.976, 10.811, 5.559], [-19.052, 9.397, 5.075], [-20.508, 9.206, 5.941], [-20.435, 10.424, 3.134], [-21.065, 8.169, 2.243], [-20.703, 7.410, 3.715], [-19.570, 6.894, 1.142], [-18.515, 6.098, 2.365], [-17.816, 7.275, 1.353], [-22.440, 9.092, 4.722], [-22.557, 9.121, 3.156], [-18.231, 12.181, -2.622], [-18.050, 12.600, -1.135], [-18.693, 11.591, -0.173], [-19.949, 11.175, -0.724], [-20.570, 10.229, 0.101], [-16.658, 12.910, -0.921], [-19.228, 12.186, -3.061], [-17.787, 11.192, -2.786], [-17.613, 12.771, -3.306], [-18.685, 13.469, -0.941], [-18.722, 11.938, 0.864], [-18.064, 10.697, -0.058], [-21.276, 9.628, -0.467], [-20.978, 10.561, 1.062], [-19.828, 9.518, 0.498], [-16.107, 12.071, -1.069], [-16.324, 13.575, -1.604], [-24.694, 2.311, -2.850], [-23.925, 1.619, -1.704], [-22.603, 1.075, -2.143], [-22.098, 0.103, -1.241], [-20.695, 0.104, -1.121], [-23.787, 2.533, -0.550], [-24.456, 3.358, -3.046], [-25.775, 2.247, -2.709], [-24.558, 1.878, -3.847], [-24.539, 0.842, -1.246], [-21.891, 1.838, -2.475], [-22.790, 0.458, -3.033], [-20.366, -0.584, -0.342], [-20.320, 1.081, -0.799], [-20.171, -0.176, -2.039], [-24.669, 3.047, -0.521], [-23.085, 3.238, -0.737], [-26.663, 0.728, 1.022], [-25.577, 0.823, 2.117], [-24.481, -0.204, 1.872], [-25.058, -1.498, 1.958], [-24.166, -2.515, 1.499], [-24.947, 2.172, 2.047], [-27.207, -0.204, 1.196], [-26.317, 0.686, -0.012], [-27.413, 1.518, 1.006], [-25.994, 0.566, 3.095], [-23.634, -0.156, 2.563], [-24.117, -0.077, 0.844], [-24.687, -3.453, 1.661], [-23.244, -2.398, 2.078], [-23.896, -2.370, 0.449], [-24.128, 1.991, 2.683], [-24.439, 2.037, 1.158], [-21.066, 1.051, 2.577], [-21.585, 1.409, 3.968], [-20.372, 1.949, 4.795], [-20.891, 2.311, 6.063], [-19.957, 2.066, 7.105], [-22.652, 2.409, 3.689], [-20.578, 0.071, 2.541], [-20.383, 1.821, 2.211], [-21.827, 0.910, 1.807], [-21.991, 0.523, 4.459], [-19.975, 2.828, 4.275], [-19.623, 1.158, 4.694], [-20.187, 1.059, 7.458], [-20.085, 2.746, 7.955], [-18.911, 2.284, 6.876], [-22.686, 3.140, 4.384], [-22.395, 2.828, 2.803], [-20.344, 6.006, 7.192], [-21.837, 5.755, 7.083], [-22.651, 7.046, 7.002], [-22.431, 7.658, 8.275], [-22.856, 9.019, 8.312], [-22.124, 4.828, 5.963], [-20.006, 6.662, 7.993], [-19.795, 6.277, 6.285], [-19.787, 5.066, 7.315], [-22.232, 5.301, 7.994], [-23.715, 6.799, 6.919], [-22.426, 7.747, 6.193], [-22.665, 9.427, 9.299], [-23.894, 9.055, 7.972], [-22.330, 9.612, 7.556], [-21.548, 4.028, 6.249], [-21.746, 5.168, 5.080], [-25.896, 3.216, 6.689], [-26.200, 3.154, 5.217], [-27.600, 2.826, 4.724], [-27.699, 2.779, 3.273], [-29.042, 2.450, 2.915], [-25.659, 4.312, 4.491], [-24.833, 3.419, 6.799], [-26.039, 2.241, 7.166], [-26.527, 3.908, 7.255], [-25.531, 2.324, 4.948], [-28.262, 3.627, 5.073], [-27.923, 1.866, 5.127], [-29.152, 2.392, 1.834], [-29.636, 3.296, 3.271], [-29.367, 1.493, 3.325], [-26.061, 5.144, 4.922], [-24.676, 4.487, 4.707]],
  "mulliken_spin": [4.648, 0.000, 0.010, 0.004, 0.100, 0.001, 0.000, 0.000, 0.002, -0.001, -0.002, 0.001, 0.001, 0.000, -0.001, 0.001, 0.025, 0.001, -0.050, -0.001, 0.002, -0.018, 0.003, 0.001, 0.000, 0.053, 0.002, 0.001, -0.001, 0.032, -0.002, 0.000, 0.000, 0.000, 0.000, 0.010, -0.022, 0.000, 0.000, 0.000, 0.000, 0.000, 0.000, 0.000, 0.000, 0.000, 0.000, 0.000, 0.000, 0.000, 0.000, 0.000, 0.000, 0.000, 0.000, 0.000, 0.000, 0.000, 0.000, 0.000, 0.000, 0.000, 0.000, 0.000, 0.000, 0.000, 0.000, 0.000, 0.000, 0.000, 0.000, 0.000, 0.000, 0.000, 0.000, 0.000, 0.000, 0.000, 0.000, 0.000, 0.000, 0.000, 0.000, 0.000, 0.000, 0.000, 0.000, 0.000, 0.002, -0.001, 0.000, 0.000, 0.000, -0.002, 0.000, 0.000, 0.000, 0.000, 0.000, 0.000, 0.000, 0.000, 0.000, 0.014, 0.000, 0.032, 0.024, 0.005, 0.000, 0.000, -0.011, 0.000, 0.009, -0.011, -0.006, -0.003, -0.003, 0.000, 0.000, 0.000, 0.012, 0.027, 0.000, 0.000, 0.000, 0.000, 0.000, -0.003, 0.000, 0.000, 0.000, 0.000, 0.000, 0.000, 0.000, 0.000, 0.000, 0.002, 0.000, 0.000, 0.000, -0.001, 0.000, 0.000, 0.000, 0.000, 0.000, 0.000, 0.000, 0.001, 0.000, 0.000, 0.000, 0.000, 0.000, 0.000, 0.006, 0.056, 0.007, -0.002, 0.016, 0.031, -0.002, 0.000, -0.001, -0.011, -0.004, -0.001, 0.000, 0.000, 0.001, 0.010, 0.005]
}